Molecular formula: C13H19Cl2NO
Method: DFT, the ωB97M-V functional and the def2-TZVPD basis

CARTESIAN COORDINATES (ANGSTROEM)
C -7.282 -2.044 -0.245
C -6.136 -1.412 0.535
C -5.508 -0.249 -0.228
C -4.362 0.393 0.548
N -3.728 1.426 -0.252
H -4.444 2.060 -0.593
C -2.709 2.187 0.447
C -1.422 1.380 0.628
C -0.916 0.856 -0.716
H -0.706 1.682 -1.404
H -1.688 0.226 -1.163
O 0.210 0.010 -0.581
C 1.430 0.538 -0.345
C 1.748 1.893 -0.319
C 3.049 2.305 -0.089
C 4.061 1.389 0.124
C 3.759 0.035 0.102
C 2.461 -0.392 -0.129
Cl 2.074 -2.069 -0.160
Cl 5.006 -1.122 0.364
H 5.074 1.707 0.306
H 3.274 3.360 -0.075
H 0.985 2.635 -0.484
H -1.597 0.530 1.288
H -0.668 2.013 1.100
H -3.050 2.529 1.441
H -2.487 3.072 -0.156
H -3.612 -0.369 0.775
H -4.740 0.788 1.510
H -5.124 -0.600 -1.187
H -6.273 0.505 -0.432
H -5.372 -2.167 0.733
H -6.506 -1.055 1.499
H -7.715 -2.871 0.313
H -6.928 -2.423 -1.201
H -8.065 -1.313 -0.436

SMILES: CCCCNCCCOc1cccc(Cl)c1Cl
2S+1: 1
Frontier orbital gap: 9.5 eV
Relative energy (zero: lowest compared OMol25 entry of this formula, charge and spin): 0.073 eV